14
Properties=species:S:1:pos:R:3:forces:R:3 method="wB97M-V/def2-TZVPD" total_charge=+1 de_lowest_ev=1.8630
O -0.073411 -0.643966 0.358096 -0.6643 -1.3409 1.0342
N 1.022910 1.102915 -1.134116 2.5289 1.9977 0.9885
N -2.135254 -1.523486 0.906997 -0.5557 -1.1320 2.2640
C 1.830118 2.135614 -0.274257 -1.2020 2.2393 -0.4524
C -0.917224 -1.559035 0.358584 -1.0422 2.7657 -1.6764
H 0.522777 1.692558 -1.912910 1.2794 -1.9989 1.7766
H -2.365243 -0.819340 1.646810 0.2831 -1.1089 -0.8217
H 0.426345 0.614859 -0.373029 0.2222 -0.3847 -1.6600
H 2.670281 2.549115 -0.849095 -0.6335 -0.0272 -0.2570
H 1.877546 0.529695 -1.420963 -2.4058 0.1856 -0.3932
H 1.072104 2.934564 -0.030924 1.1132 -0.6311 -0.2379
H -1.036146 -2.230108 -0.467244 1.3467 -1.5208 -0.4405
H -2.578789 -2.491524 0.961784 0.3914 2.1599 -0.0094
H 2.307455 1.856436 0.664668 -0.6617 -1.2037 -0.1148



84
Properties=species:S:1:pos:R:3:forces:R:3 method="wB97M-V/def2-TZVPD" total_charge=-2 de_lowest_ev=0.9927
I 4.379798 -0.044317 1.982348 -0.0058 -0.0035 0.0191
K 0.825839 -0.202302 0.384164 0.5349 1.2484 0.6817
S -4.029790 -2.584735 -0.593817 -0.1431 -0.1045 -0.1569
S 2.120163 -2.152479 -1.670296 0.4165 -0.3755 -0.2658
O -1.509516 -0.232348 0.597134 -1.0305 -0.1256 -0.0111
O -5.120057 -2.088221 -1.406873 0.0812 0.0346 0.0944
O -3.746850 -3.997587 -0.751098 0.0562 0.1098 0.0777
O 3.500824 -2.347991 -2.055959 -0.1167 -0.0904 -0.0667
O 1.825863 -2.269177 -0.251623 0.4491 -0.7377 -0.2190
N 1.553174 -0.728170 -2.093480 -0.2059 -0.1561 -0.0113
N -2.707789 -1.682436 -0.718151 -0.2039 -0.1939 -0.2218
N -1.126968 -6.485238 -4.178807 -0.0446 0.0200 -0.0055
N 0.581639 0.752236 -3.540204 0.0477 0.0590 0.1945
N 1.420480 -1.328584 -4.356740 0.0524 0.0316 -0.0157
C 0.255529 0.140983 -5.823883 -0.0359 0.0570 0.0183
C 0.263366 1.699226 3.208882 0.0694 -0.0528 -0.0536
C -0.929388 -4.600922 -2.652972 0.0257 -0.0416 -0.0405
C 0.966824 -5.267320 -3.976685 -0.0040 -0.0255 0.0217
C -2.423164 4.436002 1.591396 -0.0246 0.0038 0.0236
C -5.369438 -2.673465 1.970780 -0.0055 -0.0046 -0.0039
C 1.162337 -3.440046 -2.440474 -0.0578 0.1144 0.1080
C -2.435388 -1.025518 0.410949 -0.0712 0.1992 0.2751
C 1.189597 4.786958 0.473783 -0.0007 0.0537 -0.0884
C -1.164373 4.345687 0.774717 0.0332 0.0048 0.0351
C 1.725764 -4.267625 -3.393445 0.0884 -0.0129 -0.0467
C -0.367957 -5.439566 -3.612942 -0.0125 0.0276 0.0378
C 2.521274 3.824762 -1.434921 0.0499 -0.0590 -0.0063
C -1.138298 3.606587 -0.403292 -0.0167 -0.0026 -0.0144
C 1.614560 0.512016 5.324318 0.0313 -0.0175 0.0233
C -5.350442 -2.198075 3.277956 -0.0315 -0.0274 -0.0177
C 0.940485 -1.030166 -5.547643 0.0120 -0.0008 0.0001
C 3.559153 -0.634370 6.194213 -0.0436 0.0089 0.0707
C 2.324645 -0.088900 6.392781 0.0501 -0.0314 0.0518
C -4.378220 -2.227242 1.120197 0.0971 0.0242 -0.0563
C 2.172662 0.565850 4.009136 -0.0347 0.0985 -0.0501
C -0.163645 -3.606057 -2.070193 0.0109 0.0453 0.0230
C 4.138779 -0.602940 4.909671 0.0916 -0.0313 -0.1032
C 3.025262 2.407909 -1.133988 -0.1562 0.0597 0.0270
C 1.215023 4.056131 -0.707575 0.0576 0.0819 0.0477
C 1.189610 -0.451436 -3.345952 0.0328 0.0096 -0.4455
C -0.326445 1.647913 4.490215 -0.0236 0.0562 0.0994
C 3.459298 -0.026170 3.872234 0.1362 -0.0583 0.0528
C -4.364539 -1.310443 3.702571 -0.0083 0.0148 0.0571
C -3.376268 -0.871237 2.831775 0.0345 0.0112 -0.0851
C 1.507523 1.171022 2.891732 -0.0886 0.0032 0.0367
C -3.405502 -1.342855 1.530871 0.0273 -0.0142 0.0668
C 0.131356 1.012867 -4.747240 0.0011 0.0257 -0.1335
C 0.334872 1.067519 5.537406 -0.1262 0.0420 0.0283
C 2.412710 4.029224 -2.946408 -0.0070 0.0737 0.0359
C 0.017077 4.937604 1.199261 -0.0302 -0.0147 0.0364
C 0.027248 3.468729 -1.137207 0.0297 -0.1261 0.0664
H 2.108979 5.223888 0.847903 0.0146 -0.0049 0.0022
H -6.126326 -3.369204 1.634083 -0.0173 -0.0144 -0.0057
H 3.402679 3.976064 -3.405382 0.0122 -0.0099 -0.0020
H -1.964481 -4.712522 -2.350908 -0.0225 -0.0034 0.0042
H -6.108696 -2.526094 3.979416 -0.0004 -0.0070 -0.0082
H -2.120138 -6.319922 -4.100181 0.0096 -0.0138 -0.0056
H -0.622024 -2.949557 -1.342589 -0.0187 0.0181 0.0216
H 1.969613 4.997301 -3.191719 0.0012 0.0180 0.0000
H -0.101900 1.020343 6.530883 -0.0050 0.0019 -0.0123
H 2.755929 -4.106587 -3.678623 0.0211 0.0073 -0.0094
H 5.114235 -1.041817 4.745441 -0.0051 0.0027 -0.0062
H -4.367589 -0.964726 4.729007 0.0045 0.0033 0.0103
H 1.863972 -0.108662 7.376434 -0.0009 -0.0040 -0.0019
H -1.313887 2.077047 4.648653 -0.0094 -0.0012 0.0043
H 3.999651 2.225435 -1.590997 0.0336 -0.0071 -0.0293
H -2.805329 3.437539 1.811376 -0.0200 -0.0091 0.0118
H -2.591130 -0.192629 3.141773 0.0236 0.0171 0.0079
H 0.033720 5.484655 2.135519 -0.0056 0.0042 0.0091
H 1.804198 3.244738 -3.394455 -0.0642 -0.0536 -0.0265
H -2.237582 4.942338 2.539140 -0.0096 0.0049 0.0087
H -3.207731 4.980909 1.060752 -0.0145 -0.0009 -0.0005
H 1.123527 -1.765974 -6.329503 -0.0043 0.0112 0.0045
H 4.099046 -1.097731 7.013017 -0.0055 0.0081 -0.0063
H -2.034372 3.091805 -0.731121 -0.0160 -0.0129 -0.0072
H -0.355243 1.979942 -4.874214 0.0085 -0.0344 0.0025
H -0.138105 0.368775 -6.803650 -0.0036 0.0076 -0.0054
H 0.027651 2.828994 -2.009013 0.0066 -0.0636 -0.1398
H 1.407917 -5.923685 -4.719681 0.0082 -0.0089 -0.0057
H -0.876873 -6.677169 -5.137512 -0.0061 0.0024 0.0095
H 2.317470 1.681831 -1.547766 0.1244 0.0017 0.0194
H -0.326070 2.178201 2.429776 -0.0381 0.0131 -0.0749
H 3.103105 2.236613 -0.058654 0.0073 -0.0093 0.0203
H 3.237059 4.558611 -1.043830 0.0036 -0.0745 0.0194



14
Properties=species:S:1:pos:R:3:forces:R:3 method="wB97M-V/def2-TZVPD" de_lowest_ev=2.7425
S -2.566438 -0.106058 -0.089929 1.3227 1.4688 0.8250
N 0.048594 -0.140960 -0.023823 0.8966 2.2285 1.7556
N 0.206520 -1.464103 0.093880 0.1232 0.0849 -0.2774
C 1.247684 0.551756 0.012955 2.3607 -1.8661 -1.0882
C 2.309809 -0.361492 -0.118085 -5.2021 -1.2631 1.3372
C -1.089586 0.591569 0.220124 -1.4048 -0.0464 -0.7772
C 1.495989 -1.611179 0.069170 1.6574 -1.4721 -1.3710
C 1.219579 2.000308 -0.024774 0.7416 1.7493 -1.9731
H -0.733168 1.687075 0.472044 -1.9030 -2.3398 -0.3054
H 0.533141 2.290394 -0.909756 1.1332 0.2966 1.7475
H 1.071595 2.485198 0.927397 -1.1948 0.0800 0.3681
H 2.219850 2.422356 -0.185422 -0.0112 -0.4615 -0.7098
H 3.340782 -0.281159 -0.305647 0.8776 0.3250 0.1081
H 1.744163 -2.697264 -0.006488 0.6029 1.2159 0.3604



93
Properties=species:S:1:pos:R:3:forces:R:3 method="wB97M-V/def2-TZVPD" de_lowest_ev=0.0000
Ir -0.972865 0.643891 -0.736585 -0.1060 0.1670 0.2563
Sb -1.158843 1.054425 -3.245512 -0.2467 -0.3113 -0.2091
O 0.297468 -1.268872 -2.925138 0.0395 -0.0056 -0.0455
O -1.018297 0.165634 1.278455 0.0120 0.1175 -0.0242
O 3.772883 6.224701 0.295479 0.0217 0.0015 0.0134
O -5.221591 0.295759 -0.107760 0.0068 0.0041 -0.0028
O -0.798603 -1.348309 -0.986192 0.0717 -0.1865 -0.0392
N -0.891936 -3.607185 0.413265 -0.1449 0.0687 -0.1820
N -1.167565 2.576726 -0.240219 0.2563 -0.0538 0.0056
N 1.042509 0.674507 -0.355479 0.0145 0.0108 0.0267
N 4.014391 0.699572 3.575906 0.3109 -0.2529 -0.2235
N -1.374506 4.889494 0.591721 0.0966 -0.0081 0.0581
N -2.993571 0.549375 -0.878940 0.0134 -0.0353 -0.1471
N 4.761920 1.661607 3.337597 -0.1087 0.1431 0.3732
C 1.300673 0.529305 0.983405 0.0281 -0.0359 0.0400
C 2.877072 4.528184 1.793691 -0.0128 0.0118 -0.0170
C 0.320535 1.172319 -4.763699 0.0284 0.1089 0.1326
C -2.889846 -5.519338 -0.516951 -0.0103 -0.0019 -0.0181
C 4.374417 2.795477 2.553095 0.0102 0.0708 -0.2161
C -2.207608 5.107906 1.775887 0.0238 -0.0046 0.0130
C -4.216772 -7.154133 1.520494 -0.0077 -0.0118 -0.0035
C 1.541517 -5.193208 -2.615921 0.0089 -0.0095 -0.0029
C 1.127560 -5.965807 -1.532831 0.0036 -0.0045 0.0065
C -2.551652 -5.346537 0.937657 -0.0142 0.0248 -0.0004
C 0.318496 -5.436048 -0.553471 -0.0228 -0.0042 -0.0282
C 2.780716 0.500931 2.901360 -0.3092 0.0263 -0.0204
C 1.704259 0.128790 3.675596 0.0993 0.0860 0.0416
C 2.491317 6.808737 0.218189 -0.0190 0.0066 0.0036
C 2.607403 0.609671 1.494931 0.0363 -0.0976 0.0318
C 3.376429 0.815040 -0.775561 0.0091 -0.0137 0.0314
C 0.410869 0.009737 3.162770 -0.0059 0.0141 -0.0397
C -4.093393 0.412946 -0.462530 -0.0135 0.0075 0.0320
C 0.164086 0.243080 1.816016 0.0355 -0.0342 -0.0029
C 5.413654 3.427049 1.870897 -0.0050 -0.0695 -0.0131
C -3.205857 -6.109915 1.914255 0.0153 -0.0110 0.0049
C -2.454639 -0.356092 -4.141751 0.0412 0.0445 -0.0225
C -1.601252 -4.404009 1.347012 0.0634 0.0154 0.0826
C 3.110623 3.373616 2.527999 0.0003 0.0475 0.1162
C 3.910206 5.110541 1.065155 -0.0071 -0.0031 -0.0028
C 2.039134 0.811066 -1.201076 -0.0548 0.0065 -0.0238
C -0.080554 -1.889070 -1.924680 -0.0240 0.0789 0.1480
C 3.658564 0.722286 0.556653 0.0145 0.0335 -0.0507
C -2.027514 -4.920772 3.656626 -0.0006 -0.0066 -0.0018
C 1.117740 -3.884472 -2.686365 -0.0463 -0.0250 -0.0140
C 0.288248 -3.316060 -1.715014 -0.0382 -0.0239 -0.0122
C 5.187055 4.558039 1.115309 -0.0001 -0.0153 0.0006
C -1.274124 5.987187 -0.367104 -0.0375 -0.0018 -0.0101
C -0.127040 -4.101447 -0.610755 0.1323 0.0168 0.0496
C -1.255789 3.654921 0.145499 -0.2206 0.0371 -0.0798
C -2.935804 -5.889755 3.259743 -0.0041 0.0054 -0.0016
C -1.353148 -4.187492 2.698670 0.0186 0.0004 0.0007
C -2.267164 2.835053 -3.644275 0.0196 0.0221 -0.0386
H -1.861022 -1.217063 -4.440440 -0.0100 -0.0129 0.0260
H -2.137004 4.243339 2.430667 -0.0051 -0.0025 -0.0012
H -5.090244 -6.705398 1.042150 0.0005 0.0042 0.0041
H -1.100261 -2.619490 0.374949 -0.0231 0.0267 -0.0132
H -0.768878 6.828856 0.105787 -0.0167 0.0049 0.0051
H -4.562635 -7.701882 2.396042 0.0041 -0.0020 -0.0016
H -0.416560 -0.263918 3.803229 -0.0119 -0.0021 -0.0096
H -0.696013 5.664710 -1.229412 0.0167 0.0079 0.0032
H 0.968839 2.042246 -4.672400 -0.0247 0.0172 0.0481
H -1.836625 5.984639 2.304587 -0.0028 0.0030 -0.0034
H 4.163026 0.882293 -1.513225 0.0005 0.0055 0.0005
H -0.224984 1.233144 -5.704879 0.0626 -0.0080 -0.0376
H -2.264979 6.305196 -0.700770 0.0014 -0.0085 -0.0125
H 4.685089 0.705855 0.896045 0.0036 0.0262 0.0104
H 6.406813 3.002104 1.944732 0.0055 0.0073 -0.0067
H 1.884134 4.955713 1.798318 0.0072 0.0065 -0.0017
H -2.929864 0.089058 -5.015433 -0.0119 -0.0011 0.0140
H -0.617927 -3.442325 2.975748 0.0085 -0.0015 0.0023
H -3.798468 -7.873150 0.813425 0.0042 0.0068 -0.0023
H 2.184032 -5.608402 -3.380053 -0.0056 -0.0008 -0.0050
H 2.588166 7.672347 -0.434204 0.0020 -0.0031 -0.0026
H -2.701825 2.770407 -4.641334 -0.0128 0.0336 0.0041
H 0.904510 0.257277 -4.722748 -0.0013 -0.0088 -0.0384
H -2.682175 -4.608159 -1.076088 0.0081 -0.0060 0.0062
H 2.294328 2.942787 3.092663 0.0187 -0.0217 -0.0240
H 1.766050 6.109862 -0.209599 -0.0107 -0.0062 0.0052
H -1.641231 3.725996 -3.591870 0.0266 -0.0161 0.0366
H 1.413048 -3.250771 -3.511635 0.0050 -0.0014 0.0085
H -3.208811 -0.651632 -3.415883 0.0166 0.0071 0.0127
H 1.452483 -6.995550 -1.445347 0.0000 -0.0017 -0.0019
H 1.883919 -0.027967 4.732653 -0.0281 -0.0029 0.0038
H 5.987099 5.041032 0.570651 -0.0029 0.0007 -0.0045
H -1.833861 -4.751885 4.708091 -0.0016 0.0003 -0.0006
H 0.021877 -6.042866 0.292134 0.0152 0.0025 -0.0023
H 2.140076 7.136785 1.201094 0.0016 0.0010 -0.0057
H -3.943541 -5.762931 -0.644884 -0.0024 0.0063 0.0001
H -3.452940 -6.482429 4.005099 -0.0024 0.0014 -0.0003
H -3.064584 2.902728 -2.905181 -0.0063 0.0019 -0.0018
H -3.251816 5.265811 1.496789 -0.0022 -0.0012 0.0030
H 1.779321 0.886017 -2.247248 0.0092 -0.0068 -0.0032
H -2.306396 -6.321404 -0.977709 -0.0068 -0.0060 0.0116